Density functional theory data (the ωB97M-V functional and the def2-TZVPD basis) for C21H14FNO6Os as an isolated structure in a non-equilibrium geometry.

Each line ends with the Löwdin charge.
Atoms and positions in Å:
Os: -0.413 -0.317 0.182  1.697
O: -6.763 1.701 -1.010  0.011
C: -6.152 2.340 -0.122  -0.734
O: -6.430 3.288 0.595  0.034
C: -4.746 1.758 -0.040  -0.056
C: -3.708 2.322 -0.784  0.038
C: -2.446 1.797 -0.687  -0.080
N: -2.184 0.721 0.089  -0.103
C: -3.195 0.169 0.807  -0.171
C: -4.473 0.654 0.772  0.094
C: -2.796 -1.028 1.632  -0.540
O: -3.543 -1.552 2.410  0.148
O: -1.556 -1.423 1.394  -0.156
H: -3.890 3.179 -1.418  0.135
H: -1.599 2.216 -1.213  0.108
H: -5.234 0.179 1.375  0.150
C: 3.515 -0.953 1.883  0.027
C: 2.284 -1.335 1.129  -0.304
O: 1.253 -0.679 1.350  -0.081
C: 2.278 -2.453 0.200  -0.092
C: 3.229 -3.478 0.306  -0.008
C: 3.162 -4.583 -0.511  -0.057
C: 2.148 -4.670 -1.466  -0.040
C: 1.211 -3.667 -1.601  0.018
C: 1.267 -2.551 -0.768  -0.272
O: 0.361 -1.583 -0.998  -0.222
H: 3.339 -0.019 2.408  0.098
H: 4.348 -0.848 1.187  0.108
H: 3.782 -1.727 2.604  0.102
H: 4.005 -3.408 1.055  0.117
H: 3.886 -5.379 -0.410  0.112
H: 2.092 -5.537 -2.111  0.116
H: 0.424 -3.719 -2.340  0.130
F: 2.853 4.772 -1.047  0.066
C: 2.115 3.683 -0.767  -0.284
C: 1.873 2.766 -1.768  -0.006
C: 1.101 1.647 -1.475  -0.115
C: 0.598 1.434 -0.187  -0.336
C: 0.875 2.384 0.794  -0.103
C: 1.623 3.519 0.512  -0.001
H: 2.275 2.931 -2.758  0.124
H: 0.900 0.937 -2.270  0.101
H: 0.503 2.244 1.803  0.107
H: 1.830 4.266 1.266  0.124

Values from the calculation:
charge: 0
highest occupied orbital energy (alpha / beta): -0.2930 / -0.2930 hartree
energy relative to the best compared isomer or geometry (same formula, charge and spin): 1.6365 eV
gap between HOMO and LUMO (alpha / beta): 5.351 / 5.356 eV
LUMO (alpha / beta): -2.62 / -2.62 eV